DFT (ωB97M-V/def2-TZVPD) results for 2 unconnected molecules or ions with the total composition C43H50N6O6S.

Summary:
- DFT total energy (hartree) = -2846.4250
- HOMO level (Ha) = -0.2228

```
106
Properties=species:S:1:pos:R:3:forces:R:3:lowdin_charge:R:1
C 4.431905 2.799629 1.810355 0.037 0.021 0.214 -0.061
C 4.054673 2.803936 0.337221 -0.425 -0.143 -0.013 -0.397
C 5.213092 3.231947 -0.548234 0.163 0.001 -0.186 -0.064
C 2.839026 3.690203 0.095625 0.309 -0.247 0.264 -0.127
C 2.998300 5.056745 0.317762 -0.146 0.209 -0.046 -0.039
C 1.958936 5.957876 0.099073 0.033 -0.173 0.024 -0.054
C 0.753029 5.476037 -0.386171 0.355 -0.156 0.186 -0.039
C 0.567115 4.107789 -0.614160 -0.146 -0.134 -0.287 -0.127
C -0.754147 3.716793 -1.241353 -0.020 -0.178 0.180 -0.371
C -0.918999 4.327938 -2.647956 0.069 0.012 0.118 -0.047
C -1.861180 4.172031 -0.285480 -0.205 -0.037 0.085 -0.068
C 1.593223 3.191071 -0.319151 0.187 0.626 -0.318 -0.056
N 1.444470 1.778423 -0.577063 -0.143 -1.091 0.234 0.015
N 2.328741 1.187386 -1.406528 -0.401 -1.382 -1.570 0.143
N 2.012886 -0.137211 -1.394297 -0.976 2.676 1.097 -0.006
C 2.329208 -0.952250 -2.545332 0.564 -0.127 -0.458 -0.078
C 3.649459 -1.352387 -2.756039 0.249 -0.162 0.373 -0.128
C 4.733149 -0.926100 -1.776570 -0.194 0.202 -0.030 -0.384
C 5.997954 -0.451351 -2.484019 0.004 0.097 -0.119 -0.066
C 5.057660 -2.057594 -0.807596 0.021 -0.187 0.064 -0.054
C 3.939814 -2.191187 -3.832879 -0.067 0.005 -0.029 -0.027
C 2.937196 -2.588391 -4.713147 -0.035 -0.008 0.037 -0.056
C 1.643358 -2.098584 -4.552547 0.209 0.020 0.210 -0.022
C 1.328614 -1.259009 -3.480779 -0.454 0.192 -0.053 -0.115
C -0.058478 -0.632887 -3.404511 0.265 0.135 0.598 -0.376
C -1.185857 -1.656204 -3.295921 -0.237 -0.184 -0.092 -0.061
C -0.319636 0.323064 -4.566120 0.119 0.088 -0.095 -0.049
C 1.023087 -0.388291 -0.474698 1.835 -0.614 -1.899 -0.234
C 0.599645 -1.751132 -0.180460 -0.465 -0.728 0.246 -0.003
C 0.579595 0.823556 0.012528 -1.251 1.744 1.196 -0.260
C -0.531069 1.041785 0.806842 1.467 -0.070 -0.274 -0.001
H 3.580907 2.489111 2.424426 0.103 0.084 -0.016 0.086
H 5.250560 2.098958 1.987963 0.036 0.040 0.028 0.077
H 4.754706 3.795189 2.134714 -0.045 -0.141 0.043 0.078
H 3.796598 1.783567 0.052466 0.053 0.107 0.130 0.096
H 4.922694 3.216088 -1.603848 0.039 0.021 0.127 0.087
H 5.548035 4.242328 -0.296410 0.037 -0.090 -0.070 0.073
H 6.056916 2.550046 -0.416516 0.024 0.050 -0.003 0.076
H 3.968224 5.419715 0.663608 -0.313 -0.077 -0.086 0.111
H 2.086068 7.023124 0.296829 0.040 -0.291 -0.085 0.108
H -0.068702 6.162223 -0.598599 0.344 -0.201 0.019 0.111
H -0.803875 2.624286 -1.313564 -0.001 0.233 -0.075 0.094
H 0.015866 4.254427 -3.226471 -0.327 0.007 0.151 0.085
H -1.711802 3.795527 -3.189581 0.134 0.175 0.114 0.077
H -1.202335 5.392368 -2.573191 0.143 -0.361 -0.101 0.080
H -1.769350 3.600760 0.646498 -0.164 0.255 -0.110 0.066
H -1.756130 5.238295 -0.039643 -0.167 -0.307 -0.111 0.074
H -2.856292 3.980453 -0.694351 0.269 0.188 0.015 0.061
H 4.317439 -0.077599 -1.219446 0.315 -0.228 -0.018 0.103
H 5.780825 0.406096 -3.131782 0.095 -0.186 0.050 0.089
H 6.747443 -0.143513 -1.747213 -0.084 -0.043 -0.104 0.079
H 6.429319 -1.258081 -3.089315 0.021 0.222 0.083 0.071
H 4.160814 -2.388811 -0.268493 0.193 0.000 -0.084 0.074
H 5.473514 -2.911858 -1.362408 -0.126 0.125 0.206 0.086
H 5.804332 -1.728404 -0.075945 -0.120 -0.083 -0.073 0.081
H 4.967189 -2.536173 -3.975645 -0.385 0.092 0.008 0.113
H 3.167615 -3.273974 -5.531095 -0.058 0.258 0.203 0.109
H 0.859348 -2.354173 -5.267166 0.229 0.056 0.177 0.120
H -0.081619 -0.031384 -2.486906 -0.088 -0.072 -0.246 0.110
H -0.911660 -2.518826 -2.672625 -0.117 0.166 -0.266 0.071
H -2.055435 -1.162864 -2.841406 0.082 -0.190 -0.228 0.066
H -1.471961 -2.021366 -4.296239 0.043 -0.010 0.365 0.086
H 0.507305 1.034495 -4.678563 -0.163 -0.111 -0.035 0.088
H -0.444886 -0.235306 -5.504265 0.054 0.186 0.136 0.079
H -1.235678 0.890862 -4.368162 0.099 -0.105 -0.091 0.082
H 0.097521 -1.755804 0.796620 0.206 -0.107 -0.118 0.080
H -0.117041 -2.141143 -0.919912 0.210 -0.002 0.228 0.064
H 1.476848 -2.415285 -0.151951 -0.376 0.029 0.021 0.093
H -1.021456 0.140955 1.156156 -0.062 0.492 0.251 0.022
H -0.688678 2.036275 1.191173 -0.298 -0.198 0.308 0.029
C -0.910818 -5.128951 5.828754 0.192 -0.093 0.048 -0.045
C -1.666872 -4.869887 4.561590 -0.306 -0.015 0.006 -0.260
C -3.062278 -4.966602 4.567919 -0.006 0.059 -0.192 -0.017
C -3.796160 -4.654952 3.429291 0.208 0.299 0.041 -0.049
C -3.106547 -4.227562 2.291022 -0.145 -0.370 -0.109 -0.281
S -4.031946 -3.609098 0.915857 0.369 0.709 0.107 0.750
O -3.338127 -3.820005 -0.321202 -0.285 -0.280 0.466 -0.267
O -5.428358 -3.884870 1.108358 0.926 0.257 -0.141 -0.248
N -3.823674 -1.888824 1.136016 -0.207 -0.844 0.595 -0.077
C -4.624566 -1.088968 1.988798 0.618 0.918 -0.410 -0.139
C -5.326564 -1.407830 3.143703 -0.335 0.310 0.568 0.093
C -5.854684 -0.332860 3.890367 1.002 0.250 -2.101 -0.134
N -6.450202 -0.577627 5.170235 -1.466 -0.129 2.700 -0.318
O -6.847555 0.420202 5.818291 0.760 -1.950 -1.279 0.054
O -6.541471 -1.746881 5.607030 0.333 2.045 -1.129 0.055
C -5.743934 1.007391 3.424831 0.118 -0.507 0.140 0.025
C -5.010632 1.308690 2.276400 -0.439 -0.082 0.415 0.019
C -4.443012 0.257920 1.556824 0.130 -0.370 -0.502 -0.061
C -3.559027 0.193043 0.391308 -0.351 -1.111 1.284 -0.108
N -3.352405 1.149592 -0.605198 1.178 1.955 -2.399 -0.274
O -4.044375 2.195644 -0.603993 1.000 -2.260 0.282 0.054
O -2.484177 0.901072 -1.495520 -2.138 0.399 1.858 0.030
C -3.094638 -1.098843 0.279743 -1.566 0.639 -0.461 0.029
C -1.710887 -4.233076 2.228771 -0.251 0.164 0.073 -0.042
C -0.999801 -4.542758 3.378689 -0.065 -0.008 0.017 -0.021
H 0.128228 -4.807040 5.713141 -0.133 -0.119 0.174 0.080
H -1.360607 -4.593011 6.673470 0.118 -0.123 -0.190 0.090
H -0.929581 -6.201884 6.058981 0.082 0.211 0.038 0.092
H -3.576563 -5.260854 5.484959 0.124 0.087 -0.284 0.127
H -4.882836 -4.691579 3.436921 0.213 -0.016 -0.061 0.116
H -5.465330 -2.429382 3.487091 0.111 0.288 -0.008 0.108
H -6.243624 1.782005 4.001790 0.323 -0.134 -0.109 0.119
H -4.853667 2.340242 1.963501 -0.188 -0.320 0.026 0.122
H -2.409009 -1.469169 -0.465564 -0.184 -0.260 0.059 0.122
H -1.201590 -3.974897 1.303905 -0.094 0.016 0.141 0.110
H 0.089332 -4.512606 3.375784 -0.243 -0.001 -0.060 0.121
```
Positions in Å, forces in eV/Å.

***

DFT (ωB97M-V/def2-TZVPD) results for 2 unconnected molecules or ions with the total composition C4H9O2.

Summary:
- multiplicity = 2
- energy above the lowest of the compared OMol25 structures with the same formula, charge and spin (kcal/mol) = 20.6
- DFT total energy (hartree) = -308.1803
- HOMO level (spin up / spin down) (Ha) = -0.4053 / -0.3772

```
15
Properties=species:S:1:pos:R:3:forces:R:3:lowdin_spin:R:1
C -1.336139 0.720867 -1.458454 -2.537 -0.526 1.262 0.154
C -0.216014 1.296118 -0.569979 0.797 1.213 2.431 0.111
O 0.672307 1.960991 -1.110950 -0.122 -0.324 -1.365 0.453
O -0.443193 1.092527 0.621209 -0.394 -0.577 -0.022 0.267
H -2.339616 1.070548 -1.003154 1.773 -0.921 -0.354 0.002
H -1.231516 -0.378084 -1.472657 -0.087 0.651 0.066 0.007
H -1.328846 1.158550 -2.393679 0.488 0.570 -2.078 0.002
C 0.907251 -1.687198 1.709938 3.665 2.312 -0.682 0.002
C 0.476407 -2.620325 0.634862 -1.721 1.789 -1.937 0.000
H 1.977905 -1.832255 2.095840 -1.502 -0.453 -0.274 0.000
H 1.044420 -0.630701 1.283986 -0.696 -1.359 0.707 0.002
H 0.228498 -1.666084 2.523266 -0.584 0.106 0.781 0.000
H -0.520210 -2.181045 0.280449 0.931 -0.888 0.359 0.000
H 0.284023 -3.579982 1.012057 -0.162 -1.506 0.242 0.000
H 1.063407 -2.645862 -0.306369 0.151 -0.089 0.864 0.000
```
Positions in Å, forces in eV/Å.

***

DFT (ωB97M-V/def2-TZVPD) results for C20H18N4O in the gas phase.

Summary:
- energy above the lowest of the compared OMol25 structures with the same formula, charge and spin (kcal/mol) = 0.6
- DFT total energy (hartree) = -1067.2545
- HOMO level (Ha) = -0.2907

```
43
Properties=species:S:1:pos:R:3:forces:R:3:nbo_charge:R:1
C -4.319266 -1.297995 -2.589489 0.125 -0.020 0.027 -0.649
C -3.015238 -0.639912 -2.309470 -0.147 0.189 0.194 0.186
N -1.910200 -0.944267 -3.069844 -0.111 -0.242 -0.251 -0.545
C -0.833561 -0.235705 -2.618548 0.234 0.358 0.394 0.203
C 0.490398 -0.232787 -3.035738 0.062 -0.052 -0.082 -0.260
C 1.370471 0.586447 -2.361099 0.053 -0.058 -0.112 -0.215
C 0.944240 1.397622 -1.306712 0.076 0.194 0.109 -0.241
C -0.367339 1.399087 -0.889182 -0.020 -0.004 -0.126 -0.195
C -1.276817 0.561937 -1.536879 0.179 -0.188 -0.442 -0.121
C -2.671254 0.282413 -1.358050 -0.295 -0.081 -0.155 -0.118
C -3.511825 0.812536 -0.240918 0.044 -0.315 0.087 -0.426
C -3.411158 -0.112096 0.990646 -0.244 0.206 0.070 -0.211
N -2.029239 -0.404974 1.285375 0.003 -0.284 -0.153 -0.612
C -1.321219 0.263857 2.226730 -0.009 -0.340 -0.126 0.657
O -1.833914 0.912166 3.117639 -0.008 0.285 0.127 -0.619
C 0.164717 0.168368 2.047930 0.295 -0.222 -0.025 -0.118
C 0.926770 1.246081 2.551807 0.125 0.099 0.062 -0.167
C 2.269927 1.332117 2.327897 -0.205 0.006 0.013 -0.197
C 2.918450 0.327149 1.582167 -0.427 -0.498 -0.171 0.102
N 4.237619 0.426156 1.314966 0.376 0.148 0.003 -0.366
C 4.779166 -0.535521 0.618423 -0.035 0.196 0.114 0.009
C 4.034954 -1.644433 0.163210 -0.219 -0.101 -0.011 0.002
N 2.759027 -1.771602 0.405155 0.043 -0.314 -0.164 -0.377
C 2.165722 -0.786413 1.113454 0.322 0.499 0.231 0.171
C 0.783206 -0.849479 1.364554 -0.216 0.257 0.279 -0.185
H -5.110826 -0.827166 -2.014368 -0.082 0.006 0.012 0.229
H -4.565766 -1.225014 -3.648576 -0.091 0.001 -0.045 0.221
H -4.282826 -2.355429 -2.323740 -0.073 -0.058 0.003 0.223
H -1.906340 -1.584411 -3.845529 0.009 0.057 0.076 0.409
H 0.817523 -0.852670 -3.857434 0.067 -0.062 -0.077 0.212
H 2.409730 0.607964 -2.653994 0.085 -0.010 -0.041 0.213
H 1.663124 2.032715 -0.809888 0.059 0.063 0.056 0.217
H -0.684022 2.032709 -0.073930 -0.022 0.066 0.102 0.215
H -4.557526 0.894531 -0.539807 -0.039 0.092 0.026 0.217
H -3.154633 1.805590 0.035645 -0.088 0.064 0.017 0.219
H -3.843540 0.367836 1.870090 -0.011 -0.129 -0.059 0.234
H -3.933869 -1.053120 0.794289 -0.041 0.100 0.034 0.190
H -1.515019 -0.789125 0.506346 0.046 0.116 0.124 0.406
H 0.401804 2.006062 3.111747 -0.020 0.056 0.038 0.241
H 2.859427 2.157558 2.695417 0.056 0.088 0.029 0.230
H 5.835977 -0.444529 0.404260 0.086 -0.084 -0.067 0.197
H 4.502428 -2.435373 -0.408544 0.130 -0.018 -0.039 0.196
H 0.256015 -1.719379 1.003058 -0.072 -0.070 -0.083 0.225
```
Positions in Å, forces in eV/Å.